The following is a quantum chemistry calculation of a molecular structure, C21H53Mg2N3O18, from the Open Molecules 2025 dataset.

Summary:
**Orbital gap**: 3.12 eV
**Highest occupied orbital energy**: -11.386 eV
**Max |F|**: 4.98 eV/Å
**Charge**: +2
**ΔE to the lowest compared entry with this formula, charge and spin**: 1536.42 kJ/mol
**Molar mass**: 684.27 g mol⁻¹
**Multiplicity**: 1

Element x y z (Å)
Mg: -2.041 -2.243 -0.600
Mg: 3.150 5.051 -0.653
N: -0.438 4.971 -3.729
O: 0.492 5.344 -3.042
O: -0.977 3.866 -3.608
O: -0.773 5.615 -4.731
N: 1.549 0.616 0.281
O: 1.867 1.750 0.051
O: 0.441 0.156 -0.042
O: 2.334 -0.115 0.853
C: 7.630 -3.141 -0.068
N: 7.433 -2.789 -1.483
O: 6.761 -3.602 -2.110
O: 7.978 -1.813 -1.913
H: 6.838 -2.781 0.588
H: 8.599 -2.709 0.184
H: 7.738 -4.217 0.070
C: -0.773 -2.429 -4.116
O: -0.543 -3.114 -2.804
C: 0.836 -3.537 -2.849
C: 1.047 -4.558 -1.673
O: 0.263 -4.102 -0.561
C: 0.681 -4.718 0.593
H: -0.167 -1.534 -4.258
H: -1.800 -2.068 -4.073
H: -0.670 -3.059 -5.000
H: 1.613 -2.774 -2.798
H: 1.037 -4.165 -3.717
H: 2.111 -4.565 -1.437
H: 0.759 -5.551 -2.019
H: 1.721 -4.461 0.794
H: 0.567 -5.802 0.613
H: 0.239 -4.191 1.439
C: 5.292 4.105 -3.260
O: 5.326 4.080 -1.866
C: 6.577 3.698 -1.223
C: 6.497 3.751 0.288
O: 5.478 4.630 0.772
C: 5.544 4.842 2.207
H: 5.911 3.376 -3.785
H: 5.637 5.095 -3.560
H: 4.273 4.021 -3.637
H: 7.306 4.474 -1.457
H: 7.067 2.859 -1.718
H: 7.442 3.970 0.785
H: 6.236 2.746 0.620
H: 5.651 3.951 2.826
H: 4.669 5.376 2.577
H: 6.376 5.511 2.426
C: -2.988 -1.919 2.866
O: -3.108 -2.939 1.855
C: -4.105 -3.885 2.238
C: -3.951 -5.125 1.280
O: -3.534 -4.651 0.067
C: -3.614 -5.705 -0.997
H: -2.668 -2.326 3.825
H: -3.909 -1.340 2.930
H: -2.103 -1.305 2.699
H: -5.113 -3.472 2.198
H: -4.008 -4.234 3.266
H: -4.837 -5.760 1.252
H: -3.271 -5.843 1.738
H: -3.151 -6.640 -0.681
H: -3.157 -5.503 -1.965
H: -4.635 -5.937 -1.298
C: -8.906 -3.589 -0.215
O: -7.649 -3.119 -0.714
C: -7.836 -2.186 -1.763
C: -6.418 -1.867 -2.410
O: -5.347 -1.345 -1.537
C: -5.710 0.047 -1.082
H: -9.546 -4.239 -0.812
H: -9.516 -2.731 0.067
H: -8.650 -4.126 0.698
H: -8.309 -1.293 -1.355
H: -8.594 -2.647 -2.397
H: -6.516 -1.183 -3.253
H: -6.015 -2.721 -2.955
H: -5.044 0.463 -0.326
H: -6.696 0.050 -0.617
H: -5.822 0.771 -1.889
C: 1.431 3.201 5.131
O: 1.196 3.926 3.959
C: 0.209 4.959 3.993
C: 0.114 5.717 2.646
O: 1.296 6.323 2.191
C: 1.526 7.635 2.701
H: 2.058 2.324 4.971
H: 0.441 2.853 5.426
H: 1.838 3.780 5.959
H: 0.476 5.720 4.726
H: -0.723 4.503 4.327
H: -0.682 6.460 2.669
H: -0.117 5.009 1.850
H: 0.942 8.397 2.185
H: 2.540 8.021 2.598
H: 1.401 7.657 3.784


The following is a quantum chemistry calculation of a molecular structure, C21H54CaF9N9O12P3S3, from the Open Molecules 2025 dataset.

Summary:
**Orbital gap**: 2.58 eV
**Highest occupied orbital energy**: -6.078 eV
**Max |F|**: 4.84 eV/Å
**Charge**: -1
**ΔE to the lowest compared entry with this formula, charge and spin**: 454.94 kJ/mol
**Molar mass**: 1024.90 g mol⁻¹
**Multiplicity**: 1

Element x y z (Å)
Ca: 47.409 6.562 -15.853
C: 49.237 -0.449 -16.451
F: 48.684 -0.484 -15.218
F: 50.529 -0.223 -16.329
F: 49.054 -1.636 -17.014
S: 48.333 0.963 -17.393
O: 48.753 0.821 -18.796
O: 46.927 0.785 -17.178
O: 48.780 2.222 -16.742
C: 46.357 13.906 -15.564
F: 46.551 13.583 -16.809
F: 47.064 15.015 -15.355
F: 45.081 13.943 -15.300
S: 47.200 12.459 -14.501
O: 46.644 11.172 -15.032
O: 48.617 12.566 -14.775
O: 46.940 12.750 -13.122
C: 48.140 9.136 -22.766
F: 48.858 9.382 -23.871
F: 48.029 10.273 -22.129
F: 46.909 8.764 -23.131
S: 49.000 7.784 -21.651
O: 48.870 6.418 -22.288
O: 50.378 8.171 -21.491
O: 48.284 7.858 -20.394
O: 51.811 6.968 -13.314
P: 53.155 7.085 -12.657
N: 53.039 7.739 -11.041
C: 54.157 7.895 -10.045
C: 51.798 8.633 -10.717
N: 54.157 8.144 -13.499
C: 55.595 8.361 -13.120
C: 53.795 8.801 -14.814
N: 54.003 5.651 -12.370
C: 55.402 5.484 -11.954
C: 53.249 4.364 -12.501
H: 54.693 8.802 -10.326
H: 54.834 7.046 -10.132
H: 53.848 8.110 -9.022
H: 51.864 8.994 -9.691
H: 50.836 8.154 -10.903
H: 51.895 9.458 -11.423
H: 56.325 7.562 -13.247
H: 55.955 9.035 -13.898
H: 55.775 8.821 -12.148
H: 52.846 8.414 -15.183
H: 53.559 9.849 -14.627
H: 54.555 8.712 -15.591
H: 55.496 4.634 -11.279
H: 55.968 5.297 -12.867
H: 55.882 6.383 -11.567
H: 53.866 3.647 -13.043
H: 52.322 4.411 -13.073
H: 53.114 4.004 -11.481
O: 42.431 7.211 -16.490
P: 41.014 7.542 -16.919
N: 40.829 8.744 -18.111
C: 42.040 9.369 -18.530
C: 39.583 9.101 -18.798
N: 40.070 8.091 -15.596
C: 40.215 9.458 -15.030
C: 39.414 7.057 -14.722
N: 40.145 6.289 -17.743
C: 40.805 5.037 -18.084
C: 38.677 6.244 -17.813
H: 42.380 8.822 -19.409
H: 42.785 9.350 -17.734
H: 41.955 10.423 -18.794
H: 39.549 10.151 -19.086
H: 38.852 8.980 -17.999
H: 39.362 8.486 -19.670
H: 40.324 10.249 -15.772
H: 39.322 9.723 -14.464
H: 41.127 9.545 -14.438
H: 39.213 6.113 -15.228
H: 39.907 6.962 -13.754
H: 38.431 7.364 -14.367
H: 40.871 4.907 -19.164
H: 41.806 5.039 -17.652
H: 40.213 4.207 -17.699
H: 38.367 6.024 -18.834
H: 38.161 7.171 -17.562
H: 38.216 5.499 -17.163
O: 45.553 4.085 -11.743
P: 44.995 3.482 -10.491
N: 43.880 2.239 -10.764
C: 43.327 1.348 -9.673
C: 43.271 2.115 -12.044
N: 44.063 4.620 -9.545
C: 43.542 4.388 -8.231
C: 44.316 6.067 -9.830
N: 46.091 2.846 -9.401
C: 46.654 1.501 -9.449
C: 47.021 3.732 -8.657
H: 43.675 1.639 -8.682
H: 43.529 0.296 -9.876
H: 42.249 1.401 -9.524
H: 42.198 1.926 -12.010
H: 43.539 1.114 -12.384
H: 43.487 2.922 -12.744
H: 43.224 5.327 -7.777
H: 42.699 3.698 -8.180
H: 44.349 3.999 -7.610
H: 44.758 6.286 -10.802
H: 43.456 6.727 -9.719
H: 44.891 6.526 -9.025
H: 45.984 0.733 -9.836
H: 47.595 1.505 -9.999
H: 46.923 1.223 -8.430
H: 47.972 3.838 -9.179
H: 47.438 3.298 -7.748
H: 46.593 4.731 -8.574